Record 1
C12H14BF3N6O2Pd as an isolated structure at a distorted geometry, computed with ωB97M-V with the def2-TZVPD basis set.

XYZ file:
```
39
Properties=species:S:1:pos:R:3:mulliken_spin:R:1
H -2.773 -1.586 0.054 0.003
N -0.925 -0.846 -0.678 0.271
B 1.181 -0.381 -2.033 -0.025
N -0.282 -0.908 -1.894 0.014
C -1.081 -1.546 -2.774 -0.007
Pd 0.031 0.026 1.013 1.259
H -0.745 -1.684 -3.793 -0.002
C -2.246 -1.915 -2.112 0.053
H -3.091 -2.443 -2.512 0.004
C -2.110 -1.468 -0.791 0.014
H 1.636 -0.543 -3.122 -0.001
C 0.611 0.173 2.928 0.107
H -0.078 0.251 3.771 0.008
H 0.617 1.172 2.448 0.039
H 1.634 -0.056 3.225 0.009
N 1.991 -1.139 -0.934 0.065
N 1.142 1.115 -1.603 0.019
N 1.582 -1.085 0.390 0.409
N 0.633 1.453 -0.370 0.296
C 3.055 -1.962 -1.027 0.218
C 1.484 2.245 -2.252 0.038
H 3.508 -2.148 -1.988 0.000
H 1.874 2.183 -3.259 -0.001
C 3.353 -2.435 0.252 0.284
C 1.221 3.325 -1.411 0.057
C 2.412 -1.867 1.113 0.042
C 0.679 2.789 -0.235 0.002
H 4.142 -3.105 0.524 -0.010
H 1.388 4.363 -1.616 0.002
H 2.295 -1.969 2.185 0.005
H 0.322 3.275 0.663 0.000
H 0.192 -0.798 2.343 0.034
F -4.667 0.667 2.963 0.001
C -3.928 1.363 2.065 0.041
F -4.666 1.495 0.922 0.007
F -3.706 2.606 2.566 0.014
C -2.564 0.619 1.748 -0.072
O -2.468 -0.590 2.016 0.595
O -1.654 1.354 1.213 0.209
```

## Properties
HOMO energy (spin up / spin down)	-15.985 / -15.695	eV
expectation value of S²	6.036
E_LUMO (spin up / spin down)	-6.9400 / -11.7758	eV
charge	+2
energy relative to the best compared isomer or geometry (same formula, charge and spin)	0.0	kJ/mol
spin multiplicity	5

Record 2
A 11-piece molecular cluster, C23H72N18O11 overall at a distorted geometry, computed with ωB97M-V with the def2-TZVPD basis set.

XYZ file:
```
124
Properties=species:S:1:pos:R:3:mulliken_spin:R:1
C -9.810 -13.598 0.737 0.027
C -9.890 -13.768 -0.717 0.001
C -10.487 -12.534 -1.454 -0.140
O -10.318 -12.727 -2.859 -0.230
C -10.862 -11.769 -3.734 0.581
N -8.555 -14.124 -1.091 -0.012
H -9.108 -12.781 0.901 0.003
H -9.503 -14.524 1.222 -0.004
H -10.817 -13.343 1.068 0.002
H -10.566 -14.574 -1.003 0.026
H -9.940 -11.643 -1.146 -0.006
H -11.520 -12.472 -1.113 0.084
H -10.522 -11.867 -4.764 -0.046
H -10.604 -10.754 -3.432 -0.040
H -11.936 -11.877 -3.891 -0.100
H -8.369 -14.928 -0.509 -0.006
H -8.442 -14.421 -2.050 0.003
C -12.233 -8.826 -1.188 -0.033
C -12.957 -7.554 -1.734 -0.651
C -14.240 -7.374 -1.002 0.377
O -15.158 -8.461 -1.326 -0.699
C -16.416 -8.396 -0.708 1.198
N -11.998 -6.519 -1.345 0.027
H -12.297 -8.939 -0.106 -0.047
H -11.191 -8.875 -1.505 0.030
H -12.710 -9.744 -1.531 0.139
H -13.029 -7.632 -2.819 -0.219
H -14.680 -6.501 -1.486 0.219
H -14.202 -7.242 0.079 0.029
H -17.157 -9.103 -1.080 0.053
H -16.799 -7.390 -0.880 0.135
H -16.308 -8.629 0.351 0.139
H -11.244 -6.570 -2.015 0.013
H -12.427 -5.610 -1.442 -0.008
C -10.391 -2.400 -0.039 -0.003
C -11.711 -2.079 -0.882 -0.015
C -11.621 -0.982 -1.946 0.001
O -11.425 0.382 -1.537 -0.002
C -12.605 1.026 -0.933 0.008
N -12.174 -3.287 -1.546 0.004
H -9.472 -2.555 -0.604 0.000
H -10.418 -3.193 0.708 0.016
H -10.020 -1.488 0.428 0.001
H -12.467 -1.866 -0.125 0.000
H -12.595 -0.936 -2.432 0.000
H -10.897 -1.199 -2.731 0.004
H -12.970 0.509 -0.045 0.001
H -13.412 1.307 -1.609 0.002
H -12.315 1.990 -0.516 -0.002
H -11.688 -3.363 -2.429 0.003
H -13.089 -3.096 -1.928 0.008
C -19.077 -5.710 -0.407 -0.129
C -20.117 -4.599 -0.518 0.108
C -21.033 -4.531 0.696 0.007
O -21.737 -5.735 0.825 -0.115
C -22.706 -5.699 1.886 0.084
N -19.414 -3.337 -0.664 -0.172
H -18.465 -5.882 -1.293 -0.065
H -19.400 -6.702 -0.094 0.197
H -18.393 -5.399 0.383 0.066
H -20.899 -4.819 -1.244 0.129
H -21.712 -3.694 0.534 0.033
H -20.448 -4.382 1.604 0.005
H -23.148 -6.680 2.066 -0.002
H -23.478 -4.948 1.719 -0.009
H -22.120 -5.459 2.774 -0.018
H -19.993 -2.518 -0.547 -0.012
H -18.996 -3.288 -1.582 -0.015
C -14.843 -8.885 -4.962 1.393
O -14.725 -7.689 -4.980 -0.527
N -14.811 -9.639 -3.926 -1.226
N -15.210 -9.623 -5.942 0.166
H -14.683 -9.132 -3.062 0.006
H -15.014 -10.625 -4.017 0.096
H -15.500 -9.168 -6.796 -0.009
H -15.302 -10.622 -5.827 -0.267
C -14.653 -13.271 -0.454 1.123
O -15.142 -14.378 -0.528 -0.281
N -14.999 -12.379 -1.401 -0.161
N -14.019 -12.787 0.560 -0.412
H -14.630 -11.451 -1.251 -0.088
H -15.177 -12.758 -2.320 -0.223
H -13.902 -13.572 1.184 -0.053
H -13.645 -11.849 0.525 0.114
C -11.197 -6.706 2.221 0.069
O -10.551 -6.763 3.255 -0.029
N -12.228 -7.416 1.992 -0.059
N -10.793 -6.168 1.153 0.036
H -12.795 -6.852 1.375 -0.003
H -12.605 -7.971 2.747 0.019
H -9.846 -5.819 1.178 -0.004
H -11.327 -6.306 0.307 -0.002
C -10.046 -4.774 -3.549 0.223
O -10.726 -3.967 -4.102 -0.064
N -9.437 -4.596 -2.396 -0.028
N -9.741 -5.966 -3.931 0.100
H -9.911 -3.972 -1.760 0.013
H -8.982 -5.423 -2.036 -0.039
H -10.031 -6.348 -4.820 -0.048
H -8.982 -6.438 -3.460 -0.072
C -15.872 -2.781 -1.783 0.141
O -14.911 -2.395 -2.391 -0.059
N -16.335 -2.058 -0.810 -0.015
N -16.538 -3.874 -2.084 -0.012
H -17.151 -2.477 -0.386 -0.021
H -15.824 -1.263 -0.455 0.000
H -16.232 -4.383 -2.901 0.048
H -17.400 -4.109 -1.613 -0.016
C -14.357 -4.572 2.520 0.171
O -15.477 -5.026 2.446 -0.068
N -13.663 -4.508 3.610 -0.038
N -13.707 -4.207 1.437 -0.067
H -14.194 -4.816 4.411 -0.005
H -12.686 -4.258 3.662 -0.002
H -12.743 -3.915 1.356 0.012
H -14.298 -4.376 0.636 0.020
C -15.045 -9.813 3.223 0.830
O -13.885 -9.554 3.333 -0.198
N -15.492 -10.995 3.361 -0.084
N -16.004 -8.927 3.140 -0.128
H -16.498 -11.078 3.391 -0.145
H -14.889 -11.749 3.658 -0.003
H -15.692 -7.971 3.240 0.027
H -16.990 -9.142 3.167 -0.108
```

## Properties
HOMO energy (spin up / spin down)	0.455 / -7.016	eV
expectation value of S²	0.750
E_LUMO (spin up / spin down)	2.0557 / 2.0375	eV
charge	-1
spin multiplicity	2

Record 3
An isolated molecule of C4H10N2OS at a distorted geometry, computed with ωB97M-V with the def2-TZVPD basis set.

XYZ file:
```
18
Properties=species:S:1:pos:R:3:nbo_charge:R:1
C -0.147 -1.104 1.907 -0.683
C -1.093 -0.913 0.772 0.444
N -2.269 -1.609 0.728 -0.266
N -3.102 -1.248 -0.330 -0.675
O -0.790 0.006 -0.183 -0.524
C 0.434 0.514 -0.350 0.089
C 0.810 1.129 -1.770 -0.624
S 1.082 1.942 0.834 -0.154
H 0.473 -0.244 1.903 0.222
H 0.529 -2.107 1.774 0.221
H -0.464 -1.232 2.912 0.249
H -2.867 -0.345 -0.663 0.366
H -4.040 -1.588 -0.117 0.382
H 1.149 -0.214 -0.085 0.180
H 1.506 0.593 -2.319 0.221
H -0.150 1.147 -2.248 0.217
H 1.153 2.128 -1.770 0.219
H 0.601 2.987 0.202 0.116
```

## Properties
HOMO energy	-7.979	eV
SMILES	C/C(=N/N)O[C@@H](C)S
E_LUMO	0.7786	eV
energy relative to the best compared isomer or geometry (same formula, charge and spin)	358.2	kJ/mol

Record 4
A 2-piece molecular cluster, C4H9N2 overall at a distorted geometry, computed with ωB97M-V with the def2-TZVPD basis set.

XYZ file:
```
15
Properties=species:S:1:pos:R:3:nbo_charge:R:1
C -0.058 1.020 0.021 0.264
C -0.034 2.352 0.752 -0.662
C -0.262 0.842 -1.513 -0.642
C 0.007 -3.583 0.591 -0.133
N 1.117 0.143 0.486 0.069
N 0.025 -0.238 0.753 0.005
H -0.618 2.309 1.736 0.262
H -0.505 3.040 0.105 0.247
H 0.895 2.713 0.999 0.259
H -0.571 1.705 -2.013 0.255
H -0.926 0.079 -1.776 0.248
H 0.730 0.364 -1.751 0.251
H 0.936 -4.040 0.235 0.191
H -0.249 -3.657 1.587 0.194
H -0.487 -3.048 -0.210 0.189
```

## Properties
HOMO energy (spin up / spin down)	-14.961 / -12.918	eV
E_LUMO (spin up / spin down)	-5.8543 / -8.8877	eV
charge	+1
energy relative to the best compared isomer or geometry (same formula, charge and spin)	754.5	kJ/mol

Record 5
A 2-piece molecular cluster, C5H13NO overall at a distorted geometry, computed with ωB97M-V with the def2-TZVPD basis set.

XYZ file:
```
20
Properties=species:S:1:pos:R:3:nbo_charge:R:1
C -0.734 -1.968 -1.742 -0.432
C -1.284 -1.045 -0.887 -0.148
C -0.475 -0.184 0.095 -0.487
C 0.514 0.727 -0.725 -0.226
N 1.955 0.232 -0.943 -0.622
C 2.893 0.680 0.145 -0.444
H 0.325 -1.899 -1.851 0.185
H -1.383 -2.501 -2.572 0.218
H -2.327 -0.800 -0.766 0.202
H -1.151 0.523 0.667 0.220
H 0.057 -0.880 0.682 0.219
H 0.179 0.894 -1.745 0.204
H 0.566 1.877 -0.357 0.184
H 1.773 -0.883 -0.810 0.339
H 2.993 -0.106 0.944 0.182
H 2.709 1.556 0.761 0.197
H 3.783 0.890 -0.469 0.209
O -2.745 0.998 3.001 -0.938
H -2.951 1.375 3.870 0.471
H -1.774 1.085 2.925 0.468
```

## Properties
HOMO energy	-9.035	eV
SMILES	C=CCCNC.O
E_LUMO	0.6718	eV
energy relative to the best compared isomer or geometry (same formula, charge and spin)	340.5	kJ/mol

Record 6
A 2-piece molecular cluster, C4H6BrFO overall at a distorted geometry, computed with ωB97M-V with the def2-TZVPD basis set.

XYZ file:
```
13
Properties=species:S:1:pos:R:3:mulliken_spin:R:1
C -2.623 0.610 0.395 0.491
C 2.087 -0.134 -0.388 0.094
C -0.257 -0.644 0.562 0.883
C 0.589 0.097 -0.345 -0.033
O -2.788 1.775 0.420 0.184
F 0.138 -0.042 -1.677 0.005
Br -4.023 -0.638 0.068 0.325
H 2.427 -1.158 -0.671 -0.010
H 2.416 0.607 -1.080 -0.002
H 2.427 0.026 0.685 -0.010
H -1.002 -1.422 0.472 -0.009
H 0.033 -0.258 1.533 0.021
H 0.575 1.183 0.024 0.062
```

## Properties
HOMO energy (spin up / spin down)	-7.786 / -11.206	eV
expectation value of S²	2.009
E_LUMO (spin up / spin down)	0.6271 / -2.0349	eV
energy relative to the best compared isomer or geometry (same formula, charge and spin)	0.0	kJ/mol
spin multiplicity	3

Record 7
A 2-piece molecular cluster, C3H7N5 overall at a distorted geometry, computed with ωB97M-V with the def2-TZVPD basis set.

XYZ file:
```
15
Properties=species:S:1:pos:R:3:nbo_charge:R:1
C -1.010 -0.961 -0.086 0.556
C -0.222 0.924 -1.162 0.259
C 2.084 0.715 0.648 -0.109
H -0.141 -1.526 1.795 0.421
H -1.765 -2.272 2.052 0.398
H -3.088 -1.244 -0.600 0.373
H -1.368 1.044 -1.052 0.229
H 1.578 1.582 -1.779 0.310
H 3.006 0.701 1.523 0.217
H 1.762 1.818 0.356 0.188
N -0.895 -1.493 1.125 -0.799
N -1.988 -0.887 -0.938 -0.768
N 0.165 -0.146 -0.375 -0.314
N 0.529 2.011 -1.735 -0.683
N 1.352 -0.265 0.230 -0.276
```

## Properties
HOMO energy	-8.659	eV
E_LUMO	-0.6217	eV
energy relative to the best compared isomer or geometry (same formula, charge and spin)	735.3	kJ/mol

Record 8
C28H40B2N6O2Rh as an isolated structure at a distorted geometry, computed with ωB97M-V with the def2-TZVPD basis set.

XYZ file:
```
79
Properties=species:S:1:pos:R:3:lowdin_charge:R:1
Rh -0.471 0.112 0.477 1.171
C -3.815 3.270 1.427 -0.051
C -2.348 2.991 1.765 -0.347
C -2.187 1.581 2.335 -0.073
C -1.486 3.200 0.555 -0.254
C -1.280 4.339 -0.238 0.013
C -0.412 3.931 -1.234 -0.035
N -0.127 2.632 -1.042 -0.017
N -0.771 2.198 0.061 -0.011
B 0.790 1.621 -1.788 -0.480
N 1.832 1.122 -0.780 0.001
C 3.159 1.247 -0.778 -0.022
C 3.653 0.698 0.384 0.015
C 2.547 0.237 1.098 -0.203
N 1.450 0.497 0.362 -0.004
C 2.612 -0.369 2.472 -0.338
C 3.420 -1.671 2.440 -0.038
C 1.267 -0.597 3.143 -0.047
N 0.016 0.369 -2.263 -0.003
C -0.115 -0.076 -3.518 -0.021
C -0.898 -1.215 -3.505 0.025
C -1.224 -1.430 -2.166 -0.231
N -0.655 -0.469 -1.434 0.003
C -2.130 -2.497 -1.621 -0.360
C -1.521 -3.888 -1.813 -0.033
C -3.511 -2.395 -2.269 -0.045
H -4.444 3.134 2.306 0.085
H -4.163 2.588 0.648 0.090
H -3.951 4.288 1.066 0.082
H -2.028 3.713 2.524 0.150
H -2.590 0.819 1.641 0.081
H -2.753 1.461 3.259 0.102
H -1.143 1.356 2.580 0.053
H -1.709 5.317 -0.110 0.112
H 0.014 4.471 -2.063 0.131
H 1.296 2.142 -2.732 0.127
H 3.657 1.733 -1.600 0.137
H 4.681 0.657 0.697 0.121
H 3.159 0.362 3.076 0.149
H 2.912 -2.415 1.823 0.086
H 3.525 -2.074 3.447 0.090
H 4.417 -1.514 2.031 0.080
H 0.741 -1.421 2.674 0.045
H 0.648 0.305 3.140 0.070
H 1.414 -0.875 4.186 0.105
H 0.349 0.457 -4.331 0.134
H -1.210 -1.805 -4.348 0.120
H -2.263 -2.315 -0.538 0.116
H -1.387 -4.104 -2.874 0.090
H -2.185 -4.646 -1.398 0.093
H -0.555 -3.965 -1.320 0.074
H -3.450 -2.567 -3.344 0.084
H -3.957 -1.413 -2.109 0.087
H -4.175 -3.149 -1.847 0.088
C -0.555 -8.402 3.595 -0.067
C 0.248 -7.548 2.614 -0.561
C 1.702 -7.488 3.104 -0.043
C 0.198 -8.222 1.236 -0.044
C -0.296 -6.125 2.500 -0.156
C -1.378 -5.675 3.261 -0.010
C -1.880 -4.379 3.173 0.033
C -1.254 -3.537 2.286 -0.199
O -1.528 -2.217 1.995 0.132
B -0.595 -1.857 1.028 -0.625
O 0.248 -2.923 0.720 0.129
C -0.178 -3.961 1.519 -0.196
C 0.320 -5.239 1.605 0.066
H -0.136 -9.408 3.624 0.089
H -1.601 -8.488 3.295 0.089
H -0.516 -8.000 4.609 0.088
H 2.108 -8.497 3.194 0.089
H 1.765 -7.006 4.080 0.092
H 2.339 -6.936 2.412 0.077
H 0.555 -9.250 1.310 0.089
H 0.826 -7.707 0.508 0.076
H -0.823 -8.242 0.849 0.092
H -1.858 -6.352 3.952 0.104
H -2.718 -4.056 3.773 0.126
H 1.161 -5.538 0.995 0.129
```

## Properties
HOMO energy	-10.970	eV
E_LUMO	-4.5736	eV
charge	+1